Formula: C7H10
Source: OMol25
Level of theory: the ωB97M-V functional and the def2-TZVPD basis

Each line ends with the Mulliken charge.
Positions of all 17 atoms, in Å:
C  1.573766  -2.120409  1.687092  -0.05
C  1.122840  -1.200322  1.048908  -0.94
C  -0.184294  -0.649644  0.749639  0.23
C  -0.804501  -0.357121  -0.587369  0.22
C  -0.043994  -0.274004  -1.889805  -1.49
C  -0.711332  0.721117  0.466791  0.09
C  0.142056  1.953281  0.327435  -1.50
H  1.658101  -3.007910  2.263149  0.36
H  -0.840116  -1.194880  1.416598  0.33
H  -1.768967  -0.849232  -0.692129  0.34
H  0.065233  -1.262242  -2.349659  0.39
H  -0.602962  0.357196  -2.590583  0.35
H  0.957284  0.152508  -1.780227  0.29
H  -1.626748  0.893008  1.029668  0.35
H  -0.396615  2.718576  -0.242052  0.35
H  0.367454  2.365794  1.317081  0.38
H  1.092794  1.754285  -0.174537  0.30

Forces on the atoms, in the same order (eV/Å):
0.1209 0.2140 -0.2871
-0.3242 -0.6691 0.5629
-0.2583 -0.0703 0.1163
-0.1785 0.0302 -0.1605
0.0723 0.0419 0.0162
-0.1197 0.1937 0.0084
0.0832 0.0193 -0.0539
0.7854 -0.0661 0.0428
-0.2789 0.0805 -0.1831
0.0194 0.2421 -0.0689
-0.0059 0.1200 0.1241
0.1349 -0.0806 0.0557
-0.1349 -0.0737 0.0592
0.0683 0.1223 -0.1849
0.1368 -0.0610 0.0501
-0.0009 -0.0494 -0.1577
-0.1199 0.0063 0.0606

Its SMILES is C#C[C@@H]1[C@H](C)[C@@H]1C. For the energy above the lowest of the compared OMol25 structures with the same formula, charge and spin, the calculation gives 78.7 kcal per mole. As for the spin multiplicity: 1. As for the electronic energy: -7417.624 eV.

Formula: C3H26N2O9
Source: OMol25
Level of theory: the ωB97M-V functional and the def2-TZVPD basis

Each line ends with the Mulliken charge.
Positions of all 40 atoms, in Å:
N  -2.457011  -0.684120  -0.917383  -0.37
C  -1.647316  -0.560956  0.269703  -0.67
C  -0.098808  -0.505485  -0.075940  0.55
N  0.628142  -0.387781  1.209224  -0.41
C  0.290240  0.408119  -1.230035  0.32
O  0.527542  -0.343526  -2.450108  -0.72
H  -2.129153  -1.495390  -1.448980  0.18
H  -3.512667  -0.630487  -0.874487  0.27
H  -1.941075  0.312890  0.737595  0.42
H  -1.564162  -1.516951  1.091035  0.17
H  0.118665  -1.571679  -0.320973  -0.17
H  0.570610  0.665223  1.536769  0.28
H  1.623141  -0.515563  1.065442  0.33
H  1.254111  0.682052  -1.064906  0.69
H  -0.419292  1.292861  -1.506946  -0.98
H  1.265824  -0.929323  -2.270825  0.24
O  2.127358  2.649291  2.620219  -0.60
H  1.903059  3.020204  1.799078  0.32
H  2.969576  2.223589  2.530997  0.29
O  -0.177161  2.759248  0.621395  -0.59
H  -0.425719  3.625268  0.643382  0.28
H  0.110466  2.673128  1.698364  0.15
O  -0.011134  1.659388  3.525659  -0.56
H  0.632265  1.108222  3.800610  0.29
H  0.400840  2.475004  3.538644  0.34
O  3.231590  -1.256730  -0.542846  -0.64
H  2.785095  -2.154299  -0.696841  0.34
H  4.089515  -1.641120  -0.630157  0.31
O  1.455046  -3.068077  -1.442057  -0.68
H  0.690295  -3.673817  -1.264753  0.30
H  1.651509  -2.985510  -2.354467  0.32
O  -1.788262  -1.299841  -3.341397  -0.70
H  -2.006066  -0.379092  -3.439490  0.34
H  -0.929248  -1.234088  -3.162448  0.42
O  -0.304996  -1.702685  3.683427  -0.69
H  -0.614917  -1.462269  2.806058  0.35
H  0.520889  -1.938249  3.835018  0.26
O  -2.684125  2.079195  -2.401505  -0.67
H  -2.849680  1.288213  -1.982828  0.31
H  -1.663365  2.404310  -2.072437  0.42

Forces on the atoms, in the same order (eV/Å):
-0.6112 -0.6190 0.2246
1.7311 -3.1088 0.8068
-1.5692 -1.4088 0.8557
-0.3918 3.6914 0.1990
-1.9698 -0.3415 -1.4253
-0.8126 -0.0613 -0.4948
-0.9155 0.6411 -0.0634
1.9537 -0.4309 0.5429
-0.4095 1.6880 1.5479
-1.1306 2.3275 -1.9633
-0.0279 0.9520 -0.6309
-0.0672 -2.8448 -0.6367
0.0978 -0.2596 -0.2945
2.5253 2.0736 1.2495
1.4708 -1.9759 0.8370
0.1420 0.1299 0.2204
0.3885 -0.0747 1.7465
-0.0469 0.7228 -2.0013
0.6632 -0.2302 -0.2025
2.6036 -3.5907 4.7558
-1.3960 3.9758 -0.4325
-1.5945 -0.4572 -4.3333
-5.1883 0.6438 -1.2842
3.1921 -3.3059 1.3653
1.2378 2.5560 0.4421
-1.2631 -2.1214 -0.3856
-0.4039 1.8398 0.4870
1.7372 0.4956 0.0665
-0.9126 -0.9927 1.8871
1.1397 0.8299 -0.7282
-0.2064 -0.4380 -1.4982
-5.3734 -1.2110 -2.2386
-0.5849 0.6087 -0.0924
5.9132 0.2633 1.2240
-7.0082 1.4821 0.5811
1.3466 -0.0238 -0.1575
5.8029 -1.4773 -0.1340
4.7580 4.7966 -0.6279
-0.0955 -3.1120 1.9189
-4.7246 -1.6325 -1.3329

Its SMILES is NC[C@H](N)CO.O.O.O.O.O.O.O.O. For the energy above the lowest of the compared OMol25 structures with the same formula, charge and spin, the calculation gives 110.0 kcal per mole. As for the spin multiplicity: 1. As for the electronic energy: -24936.547 eV.

Formula: C13H36BN4O7
Source: OMol25
Level of theory: the ωB97M-V functional and the def2-TZVPD basis

Each line ends with the Mulliken charge.
Positions of all 61 atoms, in Å:
N  -0.205804  -3.480882  -1.147915  -0.46
B  -0.058751  -2.248292  -1.952205  0.15
O  1.194258  -1.571597  -2.035105  -0.39
N  -1.178658  -1.612587  -2.796022  -0.38
C  -2.448887  -1.760942  -2.194439  0.55
N  -3.392032  -2.643232  -2.820389  -0.61
N  -2.850746  -1.137055  -1.117461  -0.15
H  -0.655815  -3.334356  -0.244796  0.28
H  -0.656842  -4.235650  -1.669933  0.28
H  1.289795  -1.402907  -2.992354  0.27
H  -1.137244  -2.128255  -3.686070  0.33
H  -3.609239  -3.333664  -2.091046  0.30
H  -2.941610  -3.126355  -3.601539  0.29
H  -2.187313  -0.756924  -0.439733  0.23
H  -3.845428  -1.045353  -0.902801  0.25
C  -3.801801  -1.925043  5.345008  -0.84
O  -4.625878  -1.112319  4.528527  -0.28
C  -5.561745  -0.319852  5.246699  -0.50
C  -5.501570  1.155583  4.868512  -0.24
O  -4.297924  1.849857  5.177021  -0.45
C  -3.103980  1.471006  4.503774  -0.33
C  -3.070135  1.679365  2.991751  -0.52
O  -3.978298  0.819052  2.306599  -0.24
C  -4.825156  1.478107  1.384430  -0.90
H  -4.265046  -2.905482  5.487761  0.28
H  -2.846938  -2.063138  4.831710  0.23
H  -3.594632  -1.464060  6.315117  0.41
H  -5.432337  -0.426360  6.327920  0.36
H  -6.560570  -0.699731  4.995062  0.38
H  -6.283558  1.666903  5.438631  0.43
H  -5.768974  1.307665  3.819282  0.02
H  -2.825714  0.451353  4.770766  0.09
H  -2.322073  2.106329  4.929983  0.43
H  -2.064857  1.426724  2.636837  0.34
H  -3.257135  2.731666  2.760826  0.38
H  -5.058907  2.502529  1.685614  0.44
H  -5.765948  0.923635  1.336536  0.26
H  -4.365587  1.475363  0.389712  0.26
C  5.587468  2.692764  -4.930280  -0.84
O  5.991917  1.550825  -4.198286  -0.28
C  6.979739  1.807316  -3.211485  -0.48
C  6.593564  1.275531  -1.836394  -0.27
O  5.457933  1.867481  -1.213983  -0.46
C  4.182082  1.680919  -1.814598  -0.47
C  3.651544  0.250262  -1.876308  -0.10
O  4.414900  -0.570162  -2.751371  -0.24
C  4.832057  -1.799765  -2.185148  -0.88
H  6.207427  2.804384  -5.824336  0.27
H  4.550822  2.545004  -5.242645  0.23
H  5.627797  3.606811  -4.329879  0.42
H  7.209386  2.875075  -3.140441  0.35
H  7.894671  1.293936  -3.534985  0.38
H  7.431952  1.482197  -1.163429  0.43
H  6.496943  0.186702  -1.844628  0.04
H  4.151533  2.158496  -2.794266  0.12
H  3.486633  2.252095  -1.191360  0.45
H  2.636376  0.281939  -2.280148  0.12
H  3.602595  -0.168518  -0.867166  0.38
H  4.998801  -1.726034  -1.106423  0.43
H  5.780440  -2.078280  -2.650282  0.26
H  4.096499  -2.580078  -2.398425  0.22

Forces on the atoms, in the same order (eV/Å):
-0.5368 1.3842 -0.6558
2.7687 0.7569 0.7497
-2.5739 -2.1495 -0.7164
-1.4864 -0.9614 1.5368
-0.1871 -1.6501 -2.8744
1.9912 1.0437 1.3853
0.5734 0.0459 0.3614
0.2969 -0.4730 -0.0665
-0.0359 0.2081 0.4925
0.4186 0.8486 0.4991
-0.4003 0.4543 0.1901
-0.5939 0.2532 -0.5065
-0.4855 0.2184 0.2118
-0.3331 0.2943 -0.5148
0.4439 -0.4048 0.0157
-0.0406 -0.0825 -0.2619
0.2520 0.1714 0.3471
-0.1226 0.0310 -0.2483
-0.1746 0.1074 -0.1735
0.0503 -0.1099 -0.1763
0.0665 -0.0411 0.1578
0.0116 -0.3312 0.2831
-0.1361 0.3798 -0.1123
-0.0132 -0.3950 0.1023
0.0600 -0.0129 0.1741
-0.0702 -0.0271 -0.0290
-0.0683 -0.0198 -0.0162
0.1297 -0.0129 -0.0304
-0.0648 0.2103 0.1399
0.1424 -0.0496 0.1024
0.0987 -0.2289 0.0072
-0.0763 -0.1185 -0.2429
-0.1057 0.1060 -0.0522
0.1462 0.1818 0.1446
-0.1307 -0.0328 -0.0360
0.0891 -0.0105 -0.0603
0.0654 -0.0107 -0.0269
-0.0564 0.2600 -0.1253
-0.0355 -0.2596 -0.1231
-0.1495 0.4246 0.2454
0.0166 -0.2766 -0.0313
0.1293 -0.2793 0.0781
-0.1148 -0.0859 -0.1068
0.0016 0.1412 -0.0328
0.3285 0.3328 -0.3680
-0.0004 -0.0846 0.5024
0.0952 0.0316 -0.3241
-0.0069 0.1819 0.0071
0.0685 -0.0588 -0.0368
0.0698 -0.0292 -0.0092
-0.1240 0.0213 -0.0252
0.0759 0.0754 0.2402
-0.0974 0.1563 -0.0395
-0.0723 0.0783 -0.2416
0.0197 -0.2413 -0.1521
0.0739 -0.0791 0.1176
-0.0951 0.2909 0.2250
0.0761 -0.0713 -0.0142
-0.0836 0.0134 -0.0204
-0.0935 0.0017 -0.0410
0.0062 -0.1165 0.1750

As for the spin multiplicity: 1. As for the electronic energy: -35025.727 eV. Its net charge is +1.

Formula: C27H42B3BrN2O14S
Source: OMol25
Level of theory: the ωB97M-V functional and the def2-TZVPD basis

Each line ends with the Mulliken charge.
Positions of all 90 atoms, in Å:
O  -0.791578  7.325832  -2.860464  -0.56
C  -0.489499  6.086353  -2.390533  0.34
O  -1.511333  5.038062  -2.537944  -0.34
C  0.997902  5.833609  -1.750926  -0.42
B  0.975340  5.412723  -0.136334  0.20
O  2.308555  5.528448  0.554724  -0.31
B  2.490248  4.142899  1.116019  0.54
Br  3.840720  2.810439  0.439321  -0.23
O  1.536048  3.804376  2.229054  -0.15
B  0.150062  4.136208  1.791033  0.45
C  -1.062571  3.489404  2.752949  -0.75
C  -0.813104  1.846366  2.697181  -0.14
C  -2.171466  0.983447  2.364869  -0.58
C  -2.327968  0.815686  0.732534  -0.08
C  -3.049575  2.104881  0.004972  -0.15
C  -2.860192  2.111312  -1.653797  -0.28
C  -3.799765  1.005577  -2.418651  -0.38
S  -3.171023  -0.758033  -2.344537  -0.11
C  -2.147601  -0.952268  -3.931635  0.00
N  -0.730897  -1.527284  -4.042606  0.29
N  -0.331831  -1.454751  -5.384841  -0.46
C  -1.527025  -0.836350  -6.130369  -0.13
O  -2.695857  -0.526280  -5.248824  -0.22
O  -0.209218  4.922627  0.594733  -0.38
H  -2.364126  5.366685  -2.124464  0.33
H  1.554749  4.946442  -2.301058  0.34
H  1.668695  6.793510  -1.908649  0.30
H  -2.135500  3.813641  2.416043  0.25
H  -0.940266  3.788596  3.890569  0.28
H  -0.279125  1.434859  3.659487  0.33
H  -0.059939  1.628522  1.797672  -0.02
H  -2.057038  -0.103701  2.843720  0.29
H  -3.135802  1.484040  2.819891  0.29
H  -2.971869  -0.144347  0.498286  0.17
H  -1.271778  0.687335  0.237987  0.01
H  -2.523136  3.111476  0.371492  -0.14
H  -4.192855  2.235973  0.287571  0.28
H  -3.264193  3.181045  -1.996863  0.07
H  -1.721136  2.085270  -1.960858  0.18
H  -3.849139  1.333115  -3.562176  0.08
H  -4.883375  1.084796  -1.962913  0.35
H  -1.616705  -0.601391  -7.273898  0.40
O  -3.227691  2.211754  -10.287496  -0.60
C  -3.839319  1.910277  -9.275963  0.42
C  -5.118636  2.539607  -8.813943  -0.36
C  -5.195507  2.083523  -7.378853  -0.55
C  -4.467036  0.765514  -7.412040  0.15
O  -3.469215  0.911849  -8.421356  -0.27
H  -5.946303  2.146453  -9.410776  0.25
H  -5.071179  3.628575  -8.886811  0.28
H  -6.217701  2.001001  -7.000091  0.37
H  -4.653684  2.790885  -6.739259  0.26
H  -5.124111  -0.065793  -7.688347  0.23
H  -3.991434  0.537963  -6.453582  -0.08
O  0.770501  -1.077136  -0.002847  -0.59
C  1.335554  -1.842295  -0.766671  0.19
C  2.453328  -2.770167  -0.398152  0.11
C  3.004170  -3.154010  -1.748205  -0.68
C  1.794447  -3.050538  -2.639712  -0.42
O  1.003415  -2.002591  -2.081273  -0.21
H  2.041483  -3.632481  0.133461  0.17
H  3.203599  -2.261168  0.211295  0.13
H  3.468712  -4.143471  -1.766045  0.34
H  3.758050  -2.420554  -2.059208  0.27
H  1.201540  -3.971192  -2.644410  0.26
H  2.066433  -2.798822  -3.668927  0.35
O  2.087836  -3.665720  2.781664  -0.62
C  2.866648  -2.987919  3.431447  0.50
C  2.794363  -1.500197  3.597660  -0.10
C  4.166408  -1.174298  4.131223  -0.61
C  4.540917  -2.432832  4.869299  -0.24
O  3.912063  -3.492632  4.150170  -0.38
H  2.009152  -1.258930  4.319496  0.24
H  2.607644  -1.005270  2.641839  0.17
H  4.189887  -0.281949  4.762343  0.35
H  4.857518  -1.015306  3.294502  0.25
H  4.166250  -2.438429  5.898259  0.10
H  5.623405  -2.589614  4.885358  0.34
O  4.201318  -3.291820  8.449221  -0.61
C  3.604239  -4.343516  8.289180  0.59
C  4.243015  -5.676357  8.040852  -0.36
C  3.080703  -6.496042  7.540296  -0.45
C  1.904199  -5.855113  8.228748  -0.44
O  2.246884  -4.475800  8.354597  -0.35
H  4.638523  -6.064367  8.983633  0.27
H  5.033471  -5.601105  7.290567  0.23
H  3.174613  -7.564198  7.753311  0.31
H  2.986406  -6.374542  6.454313  0.24
H  1.734076  -6.265517  9.229644  0.27
H  0.985212  -5.954861  7.643825  0.32

Forces on the atoms, in the same order (eV/Å):
1.8549 -7.9152 3.2745
-1.9962 5.9882 -2.7706
2.0207 2.2736 1.6056
-0.5969 -0.4013 -0.2680
0.1662 0.3603 0.6719
-2.2648 -4.4703 -0.7091
-1.5443 1.7457 1.7040
-1.3706 1.4894 0.7460
-0.2629 1.3022 -4.7029
-0.5866 -0.1067 1.3283
0.6032 -0.2206 0.5052
-0.0254 -0.4312 -0.9073
0.4215 -0.4215 -0.3173
-0.6464 0.2364 -0.1435
0.7788 0.6784 -0.2942
-0.7293 0.7785 0.6354
0.2524 2.1092 -0.8576
0.9890 0.3836 -2.2539
3.0570 -0.7669 -1.5293
-5.7949 2.8269 -1.9471
-7.3433 2.9676 -1.0106
2.0583 -1.4087 2.8989
6.1460 -2.5599 1.3997
4.2400 -0.6673 0.4338
1.4972 -0.0661 -0.8887
-1.2618 1.6348 1.0132
-1.7071 -1.9298 0.2188
2.0639 -0.7892 0.5898
-0.1905 -0.3259 -2.3738
-1.1506 1.0660 -1.7949
-1.5496 0.2592 1.9758
-0.2681 2.3942 -1.0767
1.9321 -0.9340 -0.8476
1.3611 1.8530 0.4690
-2.0221 0.0242 1.0277
-1.0483 -2.2009 -0.7449
2.2794 -0.5189 -0.6169
0.8009 -2.3502 0.5649
-2.3779 -0.2482 0.6373
-0.0526 -0.8734 2.4524
2.1764 -0.5611 -0.9371
0.0822 -0.4340 2.5933
-0.6396 -0.8412 1.8892
1.0353 0.4755 -2.1743
-0.1881 0.3740 0.3810
-0.5409 0.3901 0.6062
-0.2446 -0.4378 0.7546
0.2955 0.4151 -0.5992
0.1093 0.1221 -0.0827
-0.0455 -0.2435 -0.3676
0.1685 -0.0542 0.0054
-0.0912 -0.1289 -0.0588
0.0451 0.0428 -0.0137
-0.1100 0.0121 -0.5051
0.5519 -0.7273 -1.4242
-1.0411 0.8816 0.9598
0.4827 -0.0987 -0.0421
0.8327 -0.3240 -0.1131
0.0021 -0.3128 -0.6829
0.2313 0.4823 1.3384
0.0391 0.2084 0.1695
-0.3571 -0.1435 0.2053
-0.0813 0.1247 -0.0716
-0.0969 -0.1347 -0.0148
0.0133 0.0831 -0.0071
-0.3142 0.0683 0.1538
1.5519 0.5516 1.0808
-1.5215 -1.1441 -0.8739
0.2542 0.4403 -0.2235
0.3808 0.8251 -0.0021
0.5637 0.1966 0.6743
-0.6451 -0.2625 -0.6579
-0.0624 -0.0509 -0.1707
-0.3914 -0.1898 0.1729
0.0667 -0.1702 -0.0455
-0.0711 0.0029 0.1440
0.0636 -0.0107 -0.0727
-0.2322 -0.2205 0.0086
-1.3889 -1.3346 -0.3275
0.9545 1.7251 0.5590
0.0974 -0.3440 -0.4032
0.0845 -0.7985 -0.5141
-0.6414 -0.4735 0.0219
0.7375 0.5695 -0.0492
0.1021 0.1410 -0.0718
0.0655 0.1441 0.3898
-0.1009 0.1456 -0.0237
-0.0167 -0.0411 0.1769
0.0054 0.0590 -0.0547
0.0968 0.2356 0.2034

Its SMILES is O=C(O)CB1OB(Br)OB(CCCCCCCSc2nnco2)O1.O=C1CCCO1.O=C1CCCO1.O=C1CCCO1.O=C1CCCO1. As for the spin multiplicity: 1. As for the electronic energy: -143230.787 eV.

- Which formula does entry 3 have?
  C13H36BN4O7